DFT (the ωB97M-V functional and the def2-TZVPD basis) results for a structure of composition C19H34F6OP2Pb.

```
63
Properties=species:S:1:pos:R:3:forces:R:3:mulliken_charge:R:1
P 0.423 -2.180 0.404 0.0 0.8 -0.6 0.4908
P 0.223 1.381 0.522 0.7 -0.2 -0.9 0.7968
C 0.030 -1.054 -0.996 -0.2 -0.4 0.1 0.4562
C 0.629 0.359 -0.936 0.2 -0.4 0.7 0.6175
H -1.062 -1.020 -1.134 0.3 0.0 0.1 0.5609
H 0.441 -1.570 -1.871 -0.3 0.5 0.0 -1.3366
H 1.722 0.315 -1.078 -0.3 0.2 0.1 0.5483
H 0.206 0.949 -1.754 0.1 -0.1 -0.1 -1.5896
C -1.513 1.857 0.383 -0.2 -0.3 0.9 -1.0476
H -1.809 2.299 1.348 -0.1 -0.1 -0.3 0.3127
H -2.144 0.979 0.180 0.2 0.3 0.1 0.4167
H -1.634 2.598 -0.423 0.3 -0.2 0.2 0.4254
C 1.283 2.844 0.495 0.2 0.0 0.6 -1.1426
H 1.184 3.389 -0.459 -0.1 -0.3 0.3 0.4245
H 2.329 2.531 0.642 -0.4 0.2 -0.1 0.4303
H 0.981 3.492 1.333 0.1 -0.1 -0.3 0.4042
C -0.720 -3.586 0.279 0.0 0.0 0.2 -1.1237
H -0.507 -4.246 1.135 -0.2 0.1 -0.4 0.4014
H -0.592 -4.138 -0.665 0.0 0.2 0.3 0.4078
H -1.754 -3.214 0.355 0.4 -0.2 0.0 0.3969
C 2.122 -2.775 0.038 -0.1 -0.1 0.3 -1.1423
H 2.836 -1.936 0.068 -0.2 -0.3 -0.1 0.4190
H 2.191 -3.270 -0.943 -0.1 0.2 0.3 0.3646
H 2.407 -3.492 0.824 0.0 0.2 -0.3 0.4030
Pb 0.699 -0.362 2.555 -2.7 0.3 1.1 1.1611
C 0.831 1.201 -3.969 -0.5 0.4 0.3 -0.1721
C -0.502 1.268 -3.811 0.7 0.4 -0.4 -0.2774
C -1.488 0.553 -4.677 -0.5 -0.3 -0.1 -0.8947
C -1.082 -0.880 -5.127 -0.4 0.3 -0.2 -0.9299
C -0.361 -1.714 -4.112 0.4 -0.4 0.1 -0.1999
C 0.973 -1.816 -3.989 -0.9 -0.4 -0.5 -0.4186
C 1.964 -0.991 -4.743 0.4 0.2 -0.2 -0.8307
C 1.540 0.468 -5.063 0.4 -0.2 -0.3 -0.9953
C 0.315 -2.197 3.817 1.4 -1.0 1.7 -1.1736
H 1.508 1.770 -3.317 -0.4 0.0 -0.1 0.5132
H -0.965 1.963 -3.092 0.4 -0.2 -0.1 0.5799
H -1.693 1.135 -5.594 0.0 -0.1 0.4 0.2987
H -2.441 0.502 -4.125 0.2 0.0 -0.3 0.3788
H -2.027 -1.398 -5.354 0.4 0.1 -0.2 0.4455
H -0.494 -0.816 -6.052 -0.3 -0.2 0.3 0.3550
H -1.032 -2.321 -3.489 0.4 0.0 -0.2 0.4885
H 1.420 -2.623 -3.392 -0.3 0.3 0.1 0.6547
H 2.219 -1.475 -5.702 0.0 0.1 0.3 0.3121
H 2.894 -0.973 -4.151 -0.2 0.0 -0.2 0.3720
H 2.476 1.014 -5.255 -0.4 -0.1 -0.2 0.4411
H 0.944 0.482 -5.985 0.3 0.2 0.3 0.3752
H 0.992 -1.995 4.664 -0.4 -0.3 -0.2 0.4930
H 0.600 -3.158 3.344 0.0 0.9 -0.2 0.4169
H -0.714 -2.246 4.207 0.1 0.9 -0.7 0.3593
C 0.435 1.885 5.519 0.3 0.0 -0.1 -1.9538
C -0.907 1.426 4.963 -0.9 1.0 0.9 1.2421
O -0.869 0.580 3.896 1.0 -1.0 -1.7 -0.8644
C -1.674 0.697 6.150 -0.3 0.1 0.7 0.5566
F -1.774 1.465 7.284 0.2 -0.9 -1.6 -0.2390
F -2.920 0.304 5.806 1.1 0.3 0.2 -0.2250
F -0.956 -0.423 6.488 -0.6 0.8 -0.4 -0.2438
C -1.706 2.725 4.519 -0.2 0.4 0.8 0.4568
F -1.862 3.636 5.526 0.2 -1.1 -1.2 -0.2456
F -0.977 3.348 3.527 -0.5 -0.4 0.4 -0.2384
F -2.924 2.449 4.010 0.9 0.2 0.2 -0.2334
H 1.021 1.024 5.870 -0.2 0.2 0.0 0.4542
H 0.252 2.567 6.356 0.3 -0.1 -0.1 0.4723
H 1.016 2.414 4.748 -0.3 -0.1 0.2 0.4140
```
Positions in Å, forces in eV/Å.

Properties
**Multiplicity**: 1
**Highest occupied orbital energy (alpha / beta)**: -14.157 / -14.157 eV
**E_tot**: -2293.6584 hartree
**HOMO-LUMO gap (alpha / beta)**: 4.15 / 4.14 eV
**Total charge**: +2
**Relative energy (zero: lowest compared OMol25 entry of this formula, charge and spin)**: 0.0 kcal/mol